ORCA calculation (ωB97M-V/def2-TZVPD) on a 2-piece molecular cluster, C3H9NO2 overall.

```
! RIJCOSX wB97M-V def2-TZVPD def2/J DEFGRID3
* xyz 0 1
C 2.0198 -1.0768 0.5179
O 0.8494 -1.8902 0.3844
H 0.8444 -2.3526 -0.4676
H 2.0724 -0.7827 1.5581
H 1.9168 -0.2031 -0.1269
H 2.9232 -1.6297 0.2912
C -1.5517 0.1820 -1.0067
C -1.2398 1.4974 -0.3402
O -1.6417 2.5623 -0.7715
N -0.4859 1.4012 0.7852
H -0.3927 2.1640 1.4330
H -0.2680 0.4921 1.1642
H -2.5218 -0.1304 -0.6143
H -0.8167 -0.5589 -0.7294
H -1.7075 0.3254 -2.0773
*
```

## Properties
E_tot   -324.94169 hartree
Orbital gap   10.28 eV
Energy above the lowest of the compared OMol25 structures with the same formula, charge and spin   81.2 kJ/mol
HOMO   -9.60 eV